[1]
A 2-piece molecular cluster, C5H12O2S overall at a distorted geometry. Source: the Open Molecules 2025 dataset; level of theory: ωB97M-V/def2-TZVPD.

Values from the calculation:
orbital gap: 0.325 hartree
SMILES string: CSCCCC=O.O
F_max: 5.52 eV/Å
multiplicity: 1
energy: -20307.820 eV
HOMO level: -8.38 eV

```
20
C5H12O2S, DFT ωB97M-V/def2-TZVPD
O -1.1798 -0.9944 -2.5678
C -0.8010 0.0883 -2.3293
C 0.3911 0.3628 -1.3097
C -0.1641 -0.0016 -0.0118
C -0.1248 -1.4453 0.2087
S 1.4038 -2.2675 0.4234
C 2.3425 -1.3762 1.6586
H -1.2707 0.9018 -2.8691
H 0.6701 1.4405 -1.3500
H 1.3214 -0.2562 -1.4268
H 0.2197 0.5417 0.8022
H -1.2949 0.3010 0.1878
H -0.9086 -1.9255 0.9828
H -0.6515 -1.9663 -0.6704
H 3.4259 -1.6629 1.6518
H 2.3055 -0.3056 1.5175
H 1.7420 -1.6297 2.5877
H -2.5162 2.6255 1.1662
H -2.0975 4.0958 0.5350
O -2.8128 3.4737 0.8131
```

Atom charges from the Löwdin analysis, given in e for atoms 1 to 4: atom 1 (O): 0.067, atom 2 (C): -0.242, atom 3 (C): -0.160, atom 4 (C): -0.356

---

[2]
C29H59AsCl2O10P2SV as an isolated structure at a distorted geometry. Source: the Open Molecules 2025 dataset; level of theory: ωB97M-V/def2-TZVPD.

Values from the calculation:
orbital gap (alpha / beta): 0.244 / 0.281 hartree
F_max: 7.04 eV/Å
multiplicity: 2
energy: -192478.332 eV
HOMO level (alpha / beta): -12.96 / -12.93 eV
total charge: +2

```
105
C29H59AsCl2O10P2SV, DFT ωB97M-V/def2-TZVPD
V -0.1570 -0.2674 -0.2103
C 4.0530 3.7227 2.7864
C 3.3048 2.8238 3.7525
C 4.2341 1.9959 4.6175
O 2.3510 1.9564 3.0658
P 2.4715 1.0628 1.7817
O 1.4503 -0.0186 1.8327
C 2.3297 2.1858 0.3364
P 2.3223 1.1466 -1.1349
O 1.5166 -0.1045 -0.9168
O 3.7706 0.6717 -1.4300
C 4.8441 1.4742 -2.0239
C 5.0133 1.0333 -3.4638
C 6.0934 1.2656 -1.1934
O 1.8159 1.9118 -2.4008
C 1.3775 3.2953 -2.6259
C 2.5283 4.2685 -2.4598
C 0.8236 3.3423 -4.0368
O 3.9652 0.5599 1.6442
C 4.3636 -0.8110 2.0189
C 5.8036 -0.7584 2.4853
C 4.2025 -1.7444 0.8332
H 4.6771 4.4180 3.3447
H 3.3598 4.3059 2.1771
H 4.6988 3.1244 2.1392
H 2.6576 3.4237 4.3933
H 4.9513 1.4542 4.0019
H 3.6648 1.2803 5.2104
H 4.7793 2.6510 5.2955
H 3.1833 2.8622 0.3120
H 1.3901 2.7365 0.4001
H 4.5496 2.5262 -1.9854
H 5.2924 -0.0203 -3.4928
H 5.7976 1.6172 -3.9431
H 4.0839 1.1624 -4.0190
H 6.4325 0.2321 -1.2696
H 5.9138 1.5014 -0.1443
H 6.8818 1.9146 -1.5725
H 0.5907 3.5143 -1.8998
H 3.3205 4.0485 -3.1763
H 2.9430 4.2551 -1.4504
H 2.1674 5.2774 -2.6554
H 1.6259 3.1865 -4.7584
H 0.3793 4.3196 -4.2197
H 0.0635 2.5795 -4.1866
H 3.7175 -1.1289 2.8407
H 6.4455 -0.3764 1.6910
H 6.1283 -1.7666 2.7394
H 5.9197 -0.1319 3.3677
H 4.8926 -1.4599 0.0399
H 3.1893 -1.6969 0.4400
H 4.4242 -2.7657 1.1412
O -0.8263 1.9747 0.8324
S -0.8647 2.0980 2.3528
C -1.3864 3.8284 2.6534
C -2.4540 3.7496 3.7298
C -3.3797 2.6149 3.2973
C -2.4730 1.4381 2.9465
H -1.7819 4.1831 1.7005
H -0.5096 4.4084 2.9378
H -2.9849 4.6941 3.8403
H -1.9944 3.5088 4.6919
H -3.9631 2.9142 2.4254
H -4.0729 2.3458 4.0929
H -2.8780 0.7809 2.1777
H -2.2197 0.8530 3.8317
O -1.6515 -0.4393 0.1825
O -2.8901 -0.6250 0.4696
C -1.0729 -2.2382 2.7341
As -0.2845 -2.4554 0.9771
C -1.5389 -3.7070 0.1908
C 1.3612 -3.5283 1.3010
C 1.0392 -4.8319 1.9514
C 0.9179 -5.9932 1.1877
C 0.7132 -7.2208 1.7956
C 0.6005 -7.3039 3.1761
C 0.7131 -6.1553 3.9477
C 0.9283 -4.9299 3.3401
H -1.1076 -3.2033 3.2349
H -2.0899 -1.8692 2.6114
H -0.4855 -1.5299 3.3170
H -1.8143 -4.4465 0.9400
H -1.1025 -4.1959 -0.6759
H -2.4304 -3.1576 -0.1107
H 1.9747 -2.8867 1.9311
H 1.8199 -3.6630 0.3238
H 1.0162 -5.9348 0.1091
H 0.6490 -8.1186 1.1955
H 0.4306 -8.2608 3.6505
H 0.6421 -6.2213 5.0253
H 1.0478 -4.0385 3.9465
C 0.2183 -1.4017 -4.0868
C -0.3417 -2.4087 -3.0978
O 0.4510 -2.4987 -1.8928
H -0.4990 -1.2336 -4.8897
H 1.1431 -1.7709 -4.5340
H 0.4302 -0.4484 -3.6025
H -0.3871 -3.3948 -3.5654
H -1.3476 -2.1350 -2.7740
H 1.3757 -2.5079 -2.1664
Cl -1.2381 1.1007 -2.1389
C -2.8562 1.6749 -1.6291
Cl -3.6192 2.5434 -2.9509
H -2.7073 2.3370 -0.7844
H -3.4519 0.8101 -1.3647
```

Atom charges from the Löwdin analysis, given in e for atoms 1 to 4: atom 1 (V): 0.726, atom 2 (C): -0.039, atom 3 (C): -0.393, atom 4 (C): -0.023

---

[3]
A 2-piece molecular cluster, C5H13N2O overall at a distorted geometry. Source: the Open Molecules 2025 dataset; level of theory: ωB97M-V/def2-TZVPD.

Values from the calculation:
orbital gap (alpha / beta): 0.217 / 0.370 hartree
F_max: 4.49 eV/Å
multiplicity: 3
energy: -10413.106 eV
HOMO level (alpha / beta): -9.25 / -15.30 eV
total charge: +1

```
21
C5H13N2O, DFT ωB97M-V/def2-TZVPD
C 2.0362 1.0992 -0.6245
C 1.2936 -0.6774 0.7457
C -0.8786 0.0001 -0.2147
C -1.3575 -1.3986 -0.3450
C -1.4080 0.8450 0.8899
N 1.7345 0.5773 0.5485
N -0.3608 0.6067 -1.2754
O 1.5663 -1.5963 -0.2231
H 2.2597 2.1450 -0.6892
H 2.3003 0.4379 -1.4274
H 1.1486 -1.0059 1.7632
H -2.3000 -1.3977 -0.8947
H -1.5424 -1.8410 0.6288
H -0.6532 -2.0178 -0.8965
H -2.4860 0.9515 0.7532
H -0.9719 1.8402 0.8903
H -1.2629 0.3819 1.8609
H 1.6125 1.2134 1.3326
H -0.2401 1.6055 -1.3225
H -0.1046 0.0613 -2.0850
H 2.0689 -2.3479 0.1148
```

Atom charges from the Löwdin analysis, given in e for atoms 1 to 4: atom 1 (C): -0.034, atom 2 (C): -0.178, atom 3 (C): -0.409, atom 4 (C): -0.026

---

[4]
An isolated ion of composition C26H28N3O2 and charge +1 at a distorted geometry. Source: the Open Molecules 2025 dataset; level of theory: ωB97M-V/def2-TZVPD.

Values from the calculation:
orbital gap: 0.251 hartree
SMILES string: CN(C[C@H](C(c1ccccc1)=[N+]1CCCC1)c1ccc([N+](=O)[O-])cc1)c1ccccc1
F_max: 3.85 eV/Å
multiplicity: 1
energy: -35971.756 eV
HOMO level: -10.88 eV
total charge: +1

```
59
C26H28N3O2, DFT ωB97M-V/def2-TZVPD
O -1.7652 0.1143 -6.0201
N -2.2564 0.5155 -4.9409
O -3.3244 1.1659 -4.8809
C -1.5478 0.1823 -3.7539
C -2.0191 0.6589 -2.5181
C -1.2401 0.4947 -1.3856
C -0.0693 -0.2758 -1.4291
C 0.7581 -0.5080 -0.1552
C 1.5036 0.7840 0.3000
N 2.6416 0.7410 0.9675
C 3.4415 -0.4833 1.1443
C 4.6654 -0.0666 1.9692
C 4.5999 1.4411 2.1842
C 3.3221 1.9419 1.5022
C 0.9615 2.1438 0.0642
C 1.1115 2.7438 -1.2024
C 0.6569 4.0343 -1.4362
C 0.0865 4.7721 -0.3995
C -0.0483 4.2126 0.8710
C 0.4203 2.9249 1.1162
C 0.3862 -0.7675 -2.6700
C -0.3556 -0.5648 -3.8346
H -2.9698 1.1800 -2.4737
H -1.5262 1.0539 -0.4859
H 1.5219 -1.2679 -0.4251
H 2.8481 -1.2528 1.6603
H 3.7234 -0.8787 0.1557
H 4.6736 -0.6088 2.9174
H 5.5508 -0.3490 1.4046
H 4.5942 1.6802 3.2487
H 5.4626 1.9289 1.7392
H 3.5468 2.6630 0.6981
H 2.7067 2.4817 2.2388
H 1.5940 2.1828 -2.0041
H 0.7801 4.4859 -2.4205
H -0.2295 5.7983 -0.5689
H -0.4668 4.7905 1.7002
H 0.3870 2.5143 2.1300
H 1.3662 -1.2619 -2.7211
H -0.0183 -0.9586 -4.7899
C -0.2327 -3.5886 0.9866
N -0.9242 -2.3311 0.6450
C -2.3235 -2.3807 0.9897
C -3.3370 -2.0153 0.0653
C -4.6677 -2.4162 0.2373
C -5.0747 -3.0467 1.4130
C -4.1262 -3.2789 2.4114
C -2.7790 -2.9655 2.2042
C -0.1785 -1.0479 0.9215
H -0.9718 -4.4114 1.0041
H 0.5236 -3.9222 0.2475
H 0.2148 -3.5129 1.9945
H -3.0591 -1.4378 -0.8153
H -5.3847 -2.2495 -0.5685
H -6.0980 -3.3969 1.5329
H -4.4417 -3.7541 3.3394
H -2.0588 -3.1996 2.9869
H -0.9398 -0.2679 1.0469
H 0.3852 -1.1635 1.8611
```

Atom charges from the Löwdin analysis, given in e for atoms 1 to 4: atom 1 (O): 0.070, atom 2 (N): -0.314, atom 3 (O): 0.075, atom 4 (C): -0.143

---

[5]
A 2-piece molecular cluster, C6H14O overall. Source: the Open Molecules 2025 dataset; level of theory: ωB97M-V/def2-TZVPD.

Values from the calculation:
orbital gap: 0.319 hartree
F_max: 0.43 eV/Å
multiplicity: 1
energy: -8492.977 eV
HOMO level: -8.19 eV

```
21
C6H14O, DFT ωB97M-V/def2-TZVPD
C 1.7548 -2.1071 -1.0038
C 0.9663 0.5672 1.0287
C 1.1114 0.7116 2.4890
C -0.4372 0.3001 0.6408
C -0.7995 0.7742 -0.7593
C -2.1538 0.2573 -1.2288
O -0.7994 2.1934 -0.6752
H 2.6464 -2.3969 -1.5651
H 0.9086 -2.0199 -1.6928
H 1.5336 -2.8746 -0.2560
H 1.9235 -1.1445 -0.5099
H 2.1101 0.4724 2.8665
H 0.3247 0.2785 3.1300
H 1.0110 1.8122 2.5684
H -1.2097 0.6176 1.3656
H -0.4348 -0.8083 0.6606
H -0.0070 0.4337 -1.4429
H -2.9411 0.5756 -0.5366
H -2.1624 -0.8369 -1.2933
H -2.3965 0.6510 -2.2233
H -0.9489 2.5431 -1.5625
```

Atom charges from the Löwdin analysis, given in e for atoms 1 to 4: atom 1 (C): -0.055, atom 2 (C): 0.000, atom 3 (C): -0.156, atom 4 (C): -0.240

---

[6]
A 2-piece molecular cluster, C6H8N2S overall at a distorted geometry. Source: the Open Molecules 2025 dataset; level of theory: ωB97M-V/def2-TZVPD.

Values from the calculation:
orbital gap: 0.310 hartree
F_max: 3.91 eV/Å
multiplicity: 1
energy: -20163.349 eV
HOMO level: -7.99 eV

```
17
C6H8N2S, DFT ωB97M-V/def2-TZVPD
C 1.0390 -1.2832 1.1142
C 1.8253 -0.2406 0.7744
C -0.0404 -0.3133 -0.6330
C -2.8492 0.1982 0.6521
C -2.8311 -0.2859 -0.5491
C 1.5114 1.5950 -1.0050
N -0.0017 -1.3380 0.2414
N 1.1273 0.4266 -0.2806
S -2.5871 0.8148 2.0306
H 1.3163 -2.0323 1.8825
H 2.7212 0.2161 1.2130
H -2.0016 -0.0672 -1.2003
H -3.4031 -1.2215 -0.7153
H -0.6120 -2.1296 0.1896
H 2.3640 1.9678 -0.5950
H 1.8879 1.4920 -2.0677
H 0.5336 2.2011 -1.0518
```

Atom charges from the Löwdin analysis, given in e for atoms 1 to 4: atom 1 (C): -0.140, atom 2 (C): -0.060, atom 3 (C): -0.062, atom 4 (C): -0.828

---

ΔE to the lowest compared entry with this formula, charge and spin, record by record: 2.4987; 2.7296; 0.0000; 2.5594; 3.9152; 3.6919 eV